# 1
Molecular formula: C31H82N2O11
Method: DFT, ωB97M-V/def2-TZVPD

ORCA input file:
```
! wB97M-V def2-TZVPD RIJCOSX def2/J DEFGRID3
* xyz 0 1
C 5.681 2.674 5.189
O 5.351 1.345 5.635
C 5.094 1.208 6.990
C 3.651 1.516 7.416
N 2.678 0.612 6.796
C 1.272 1.049 7.021
C 0.121 0.243 6.260
O 0.046 0.779 4.923
C -0.782 0.104 3.977
H 6.450 3.192 5.763
H 4.846 3.369 5.274
H 5.956 2.696 4.134
H 5.840 1.712 7.605
H 5.296 0.151 7.166
H 3.385 2.551 7.202
H 3.643 1.383 8.498
H 2.876 0.708 5.810
H 1.181 2.105 6.765
H 1.193 0.828 8.085
H -0.874 0.383 6.683
H 0.309 -0.830 6.305
H -1.834 0.277 4.201
H -0.491 -0.937 3.833
H -0.740 0.483 2.956
C -3.115 -4.869 -6.145
O -2.455 -3.996 -5.168
C -1.734 -4.719 -4.184
C -1.038 -3.734 -3.204
N -0.339 -4.391 -2.104
C 0.355 -3.433 -1.284
C 1.747 -3.105 -1.813
O 2.574 -4.282 -1.954
C 3.073 -4.834 -0.730
H -3.915 -5.423 -5.654
H -2.389 -5.536 -6.612
H -3.561 -4.209 -6.889
H -1.019 -5.382 -4.672
H -2.474 -5.169 -3.522
H -1.865 -3.145 -2.806
H -0.485 -2.963 -3.741
H 0.335 -5.007 -2.535
H 0.454 -3.813 -0.267
H -0.233 -2.521 -1.181
H 2.224 -2.515 -1.030
H 1.709 -2.555 -2.753
H 2.305 -5.505 -0.345
H 3.397 -4.211 0.104
H 4.003 -5.368 -0.923
C 0.352 5.229 -1.882
C -0.774 4.148 -1.941
C -1.613 4.180 -0.689
O -1.676 4.450 -2.977
H -0.047 6.237 -1.997
H 1.135 5.015 -2.609
H 0.889 5.108 -0.941
H -0.436 3.152 -2.225
H -1.023 4.013 0.212
H -2.365 3.390 -0.708
H -2.280 5.037 -0.597
H -1.978 5.353 -2.855
C -2.084 -3.403 1.603
C -3.043 -2.773 0.586
C -4.521 -3.189 0.906
O -2.943 -1.408 0.745
H -1.952 -4.480 1.492
H -2.369 -3.330 2.652
H -1.077 -3.002 1.489
H -2.686 -3.014 -0.415
H -4.792 -3.061 1.954
H -4.609 -4.271 0.813
H -5.329 -2.678 0.381
H -1.998 -1.238 0.725
C 2.550 2.661 -4.756
C 2.546 1.350 -4.029
C 3.373 1.301 -2.748
O 1.223 1.040 -3.625
H 3.548 2.954 -5.082
H 2.122 3.491 -4.194
H 1.989 2.603 -5.689
H 2.858 0.529 -4.675
H 3.191 0.329 -2.289
H 3.207 2.115 -2.043
H 4.432 1.407 -2.980
H 0.555 1.505 -4.135
C -3.341 1.934 1.533
C -4.742 1.645 0.976
C -4.892 1.576 -0.559
O -5.180 0.346 1.368
H -3.237 3.015 1.631
H -2.541 1.504 0.930
H -3.164 1.525 2.528
H -5.505 2.352 1.301
H -4.708 2.562 -0.987
H -5.872 1.270 -0.926
H -4.116 0.998 -1.060
H -4.439 -0.230 1.166
C 4.229 0.711 1.562
C 3.149 -0.386 1.787
C 3.271 -1.157 3.059
O 1.918 0.234 1.769
H 4.531 1.080 2.543
H 3.944 1.541 0.915
H 5.088 0.202 1.125
H 3.212 -1.050 0.924
H 4.306 -1.434 3.261
H 2.568 -1.985 2.970
H 2.878 -0.587 3.901
H 1.947 1.000 2.347
C -3.564 2.018 -4.311
C -2.134 1.383 -4.319
C -2.066 -0.001 -5.056
O -1.146 2.360 -4.783
H -3.563 2.950 -3.746
H -4.328 1.381 -3.866
H -3.896 2.228 -5.328
H -1.906 1.109 -3.289
H -1.059 -0.282 -5.365
H -2.683 -0.083 -5.950
H -2.439 -0.717 -4.323
H -1.311 3.190 -4.329
C -0.331 0.152 -0.614
O -0.262 -0.778 0.484
H -1.296 0.023 -1.105
H -0.320 1.208 -0.346
H 0.444 -0.022 -1.361
H 0.482 -0.450 0.993
*
```

## Properties
Relative energy (zero: lowest compared OMol25 entry of this formula, charge and spin): 0.930 eV
M: 659.0 g/mol
HOMO level: -8.63 eV
LUMO: 0.377 eV

# 2
Molecular formula: C31H83BF5N12O6P4
Method: DFT, ωB97M-V/def2-TZVPD

ORCA input file:
```
! wB97M-V def2-TZVPD RIJCOSX def2/J DEFGRID3
* xyz -1 1
F 5.290 -1.209 -0.115
C 4.170 -0.517 0.124
F 3.434 -1.255 0.921
F 4.518 0.581 0.768
C 3.471 -0.182 -1.217
F 4.129 0.941 -1.676
F 3.742 -1.149 -2.115
C 2.013 0.152 -1.140
C 1.062 -1.025 -0.827
C 0.392 -0.884 0.567
B -1.179 -0.422 0.501
O -1.979 -0.855 -0.664
C -2.676 0.291 -1.107
C -2.471 1.391 -0.049
O -1.291 1.065 0.642
H 1.754 0.511 -2.140
H 1.831 0.994 -0.474
H 1.605 -1.971 -0.888
H 0.288 -1.044 -1.593
H 0.525 -1.813 1.125
H 0.942 -0.119 1.123
H -1.706 -0.896 1.554
H -3.745 0.113 -1.256
H -2.163 0.638 -2.014
H -2.297 2.345 -0.570
H -3.306 1.541 0.648
O -4.368 -2.180 3.131
P -4.619 -3.620 2.917
N -5.236 -3.707 1.320
C -6.474 -4.238 0.809
C -4.346 -3.220 0.268
N -5.850 -3.888 4.149
C -7.267 -4.019 3.844
C -5.657 -3.052 5.326
N -3.976 -5.177 3.085
C -2.534 -5.282 2.847
C -4.682 -6.381 2.777
H -6.301 -5.068 0.107
H -7.035 -3.463 0.270
H -7.129 -4.615 1.588
H -3.691 -4.023 -0.095
H -3.707 -2.401 0.608
H -4.920 -2.841 -0.580
H -7.589 -3.393 3.005
H -7.865 -3.709 4.703
H -7.553 -5.060 3.651
H -6.057 -2.039 5.193
H -4.600 -2.957 5.568
H -6.148 -3.518 6.185
H -2.299 -5.378 1.777
H -2.106 -6.141 3.368
H -2.020 -4.394 3.221
H -4.524 -6.699 1.736
H -5.755 -6.301 2.949
H -4.321 -7.180 3.432
O 1.418 3.565 -4.912
P 2.669 4.295 -5.229
N 3.421 3.305 -6.419
C 4.735 2.706 -6.465
C 2.638 3.057 -7.613
N 3.479 4.244 -3.693
C 4.588 3.341 -3.398
C 2.549 4.292 -2.563
N 3.329 5.810 -5.639
C 2.492 6.675 -6.466
C 4.728 6.035 -5.844
H 5.318 3.074 -7.322
H 4.659 1.616 -6.560
H 5.319 2.903 -5.574
H 2.787 3.836 -8.376
H 1.573 3.011 -7.379
H 2.907 2.096 -8.057
H 4.493 2.374 -3.896
H 4.635 3.127 -2.334
H 5.560 3.788 -3.644
H 2.125 3.308 -2.337
H 1.721 4.969 -2.769
H 3.063 4.666 -1.676
H 2.577 6.444 -7.540
H 2.763 7.724 -6.322
H 1.442 6.575 -6.186
H 5.018 5.899 -6.896
H 5.355 5.389 -5.231
H 4.966 7.063 -5.557
O 0.577 -7.123 3.115
P 2.048 -7.209 3.261
N 2.518 -8.304 2.020
C 3.268 -9.536 2.070
C 2.148 -7.913 0.671
N 2.168 -7.898 4.864
C 2.487 -9.298 5.109
C 1.092 -7.455 5.747
N 3.471 -6.310 3.432
C 3.509 -5.026 2.726
C 4.767 -6.899 3.585
H 4.195 -9.470 1.482
H 2.677 -10.366 1.663
H 3.552 -9.817 3.078
H 2.911 -7.278 0.202
H 1.204 -7.367 0.667
H 2.008 -8.794 0.041
H 2.079 -9.975 4.352
H 2.063 -9.615 6.062
H 3.567 -9.464 5.201
H 0.170 -8.031 5.606
H 0.855 -6.406 5.579
H 1.417 -7.553 6.785
H 3.805 -5.136 1.672
H 4.212 -4.345 3.208
H 2.530 -4.544 2.749
H 5.269 -7.047 2.618
H 4.742 -7.854 4.106
H 5.387 -6.230 4.189
O -3.896 7.129 0.297
P -2.601 7.759 -0.058
N -2.011 6.801 -1.349
C -0.754 6.100 -1.515
C -2.876 6.701 -2.509
N -1.715 7.523 1.424
C -0.683 6.499 1.583
C -2.568 7.574 2.608
N -1.828 9.238 -0.399
C -2.624 10.232 -1.112
C -0.426 9.354 -0.671
H -0.198 6.485 -2.382
H -0.922 5.029 -1.676
H -0.101 6.186 -0.656
H -2.701 7.517 -3.226
H -3.927 6.726 -2.216
H -2.714 5.755 -3.028
H -0.892 5.582 1.026
H -0.606 6.207 2.630
H 0.310 6.873 1.310
H -3.076 6.622 2.800
H -3.334 8.341 2.504
H -1.961 7.834 3.477
H -2.617 10.076 -2.202
H -2.250 11.240 -0.911
H -3.663 10.203 -0.778
H -0.206 9.273 -1.746
H 0.171 8.612 -0.145
H -0.080 10.333 -0.327
*
```

## Properties
M: 949.8 g/mol
HOMO level: -3.56 eV
LUMO: 2.015 eV

# 3
Molecular formula: C31H83N5O9
Method: DFT, ωB97M-V/def2-TZVPD

ORCA input file:
```
! wB97M-V def2-TZVPD RIJCOSX def2/J DEFGRID3
* xyz 1 2
C 6.581 -2.077 -4.593
O 7.052 -1.210 -5.602
C 7.257 -1.906 -6.819
C 7.549 -0.749 -7.806
N 6.324 -0.094 -8.336
C 6.628 0.849 -9.328
C 5.352 1.627 -9.832
O 4.839 2.463 -8.812
C 3.796 3.317 -9.363
H 7.396 -2.697 -4.219
H 5.857 -2.790 -4.988
H 6.210 -1.517 -3.735
H 6.396 -2.480 -7.162
H 8.082 -2.596 -6.641
H 7.938 -1.249 -8.692
H 8.402 -0.147 -7.493
H 5.918 0.374 -7.538
H 7.063 0.332 -10.183
H 7.368 1.618 -9.106
H 4.684 0.881 -10.260
H 5.620 2.163 -10.743
H 3.220 3.068 -10.254
H 4.198 4.328 -9.428
H 3.118 3.432 -8.516
C 9.770 -5.638 -4.272
C 9.013 -6.716 -3.591
C 8.986 -8.076 -4.447
O 8.677 -7.812 -5.822
C 9.084 -8.772 -6.792
N 9.700 -6.922 -2.336
H 9.065 -5.010 -4.818
H 10.443 -6.146 -4.962
H 10.130 -4.873 -3.584
H 7.992 -6.383 -3.407
H 8.241 -8.773 -4.064
H 9.873 -8.698 -4.325
H 8.640 -8.703 -7.785
H 8.924 -9.818 -6.530
H 10.145 -8.611 -6.984
H 9.303 -7.800 -2.031
H 10.644 -7.212 -2.544
C 6.144 1.240 0.594
C 6.425 -0.251 0.198
C 5.825 -1.224 1.144
O 6.650 -1.431 2.250
C 6.208 -2.559 3.126
N 5.923 -0.502 -1.102
H 6.615 1.907 -0.128
H 6.669 1.540 1.501
H 5.118 1.608 0.615
H 7.500 -0.429 0.236
H 5.715 -2.181 0.634
H 4.781 -0.963 1.317
H 6.260 -3.525 2.623
H 5.320 -2.358 3.725
H 6.868 -2.456 3.987
H 6.155 0.197 -1.794
H 4.923 -0.403 -1.004
C 4.680 5.325 -6.087
C 6.114 4.860 -6.280
C 7.065 5.107 -5.003
O 7.329 6.535 -4.788
C 8.073 6.720 -3.658
N 6.122 3.468 -6.712
H 4.256 5.280 -7.090
H 4.615 6.280 -5.565
H 4.053 4.655 -5.499
H 6.650 5.424 -7.044
H 8.064 4.671 -4.995
H 6.598 4.607 -4.155
H 9.086 6.344 -3.798
H 7.627 6.216 -2.801
H 7.920 7.786 -3.487
H 5.372 3.353 -7.380
H 6.987 3.362 -7.223
C 9.019 0.752 -2.275
C 8.360 1.516 -3.471
C 9.236 1.611 -4.745
O 10.418 2.326 -4.540
C 11.661 1.729 -4.598
N 7.070 0.993 -3.657
H 10.106 0.682 -2.254
H 8.719 -0.296 -2.291
H 8.615 1.165 -1.350
H 8.120 2.524 -3.133
H 8.618 2.203 -5.419
H 9.370 0.685 -5.306
H 11.643 0.933 -5.342
H 11.799 1.308 -3.602
H 12.467 2.456 -4.701
H 7.321 0.177 -4.197
H 6.687 1.639 -4.332
C 5.269 -6.905 -5.548
C 4.043 -5.893 -5.821
C 4.167 -5.096 -7.094
O 2.896 -6.755 -5.983
H 5.692 -7.502 -6.356
H 5.172 -7.482 -4.628
H 6.244 -6.423 -5.481
H 3.746 -5.313 -4.947
H 4.557 -4.104 -6.866
H 3.280 -4.834 -7.671
H 4.916 -5.433 -7.811
H 2.692 -7.218 -5.167
C 2.190 -1.505 -14.043
C 2.931 -0.771 -12.895
C 3.025 -1.687 -11.684
O 4.253 -0.416 -13.165
H 2.819 -2.258 -14.519
H 1.977 -0.827 -14.869
H 1.272 -2.015 -13.750
H 2.357 0.155 -12.858
H 3.866 -2.373 -11.778
H 2.133 -2.308 -11.607
H 3.153 -0.998 -10.849
H 4.747 -1.067 -13.668
C 11.311 0.550 -8.306
C 11.272 0.754 -9.817
C 9.868 0.707 -10.430
O 11.645 2.105 -10.069
H 12.352 0.755 -8.056
H 11.076 -0.494 -8.099
H 10.587 1.161 -7.767
H 11.974 0.099 -10.334
H 9.307 0.024 -9.792
H 9.816 0.152 -11.367
H 9.332 1.653 -10.516
H 12.005 2.236 -10.949
*
```

## Properties
M: 670.0 g/mol
HOMO level (alpha / beta): -11.11 / -11.11 eV
LUMO (alpha / beta): -1.794 / -8.037 eV

We obtain total energy values of -58974.8650 -115078.7866 -59353.8642 eV for the records listed above, in that order.